[1]
DFT (the ωB97M-V functional and the def2-TZVPD basis) results for a 10-piece molecular cluster, C3H27N3O10 overall at a distorted geometry.

For the energy above the lowest of the compared OMol25 structures with the same formula, charge and spin, the calculation gives 169.2 kJ/mol. As for the structure (SMILES): NCNCC(N)=O.O.O.O.O.O.O.O.O.O. The max |F| is 6.5 eV/A. The LUMO energy is 0.2 eV. The total energy comes out at -28492.7320 eV. As for the gap between HOMO and LUMO: 9.28 eV.

Positions of all 43 atoms, in Å:
O 1.830 2.921 -0.524
C 1.493 2.259 0.442
N 1.010 2.948 1.635
C 1.476 0.724 0.422
N 0.201 0.283 -0.147
C 0.332 -1.155 -0.650
N 0.228 -2.157 0.393
H 1.015 3.885 1.752
H 0.518 2.404 2.341
H 2.321 0.421 -0.325
H 1.755 0.122 1.377
H -0.521 0.444 0.518
H -0.446 -1.215 -1.512
H 1.374 -1.220 -1.032
H -0.244 -1.654 1.158
H -0.502 -2.928 0.262
H -0.523 1.305 -4.391
H -0.415 0.480 -3.181
O -0.852 0.609 -3.941
H -1.123 -2.288 2.739
H -2.441 -3.150 2.733
O -2.105 -2.370 2.298
H 0.518 -4.012 -2.498
H -1.021 -4.191 -2.298
O -0.237 -3.870 -1.889
H 0.629 3.342 -3.567
H 1.827 2.404 -3.516
O 1.059 2.590 -3.978
H 1.907 -1.067 3.342
H 0.914 -0.924 4.557
O 1.036 -0.661 3.715
H 3.576 -2.240 1.098
H 2.051 -2.600 1.627
O 2.967 -2.343 1.922
H -3.471 0.202 -2.899
H -3.970 0.983 -1.773
O -3.848 0.124 -2.045
H -2.339 -0.946 3.218
H -3.114 0.051 3.976
O -2.312 -0.290 3.968
H -0.918 4.535 -1.782
H 0.444 3.956 -1.365
O -0.081 4.291 -2.177


[2]
DFT (the ωB97M-V functional and the def2-TZVPD basis) results for a 10-piece molecular cluster, C3H28N2O9S overall at a distorted geometry.

For the energy above the lowest of the compared OMol25 structures with the same formula, charge and spin, the calculation gives 103.5 kJ/mol. As for the structure (SMILES): NC[C@@H](N)CS.O.O.O.O.O.O.O.O.O. The max |F| is 3.4 eV/A. The LUMO energy is 0.0 eV. The total energy comes out at -35806.9794 eV. As for the gap between HOMO and LUMO: 9.02 eV.

Positions of all 43 atoms, in Å:
N -0.242 -0.879 -2.375
C -1.265 -0.266 -1.516
C -2.584 -0.178 -2.206
S -3.403 1.489 -1.833
C -1.321 -0.908 -0.088
N 0.065 -1.029 0.492
H -0.486 -1.783 -2.713
H -2.348 1.952 -1.154
H 0.669 -0.876 -1.990
H -0.833 0.763 -1.311
H -3.286 -1.025 -1.851
H -2.341 -0.243 -3.291
H -1.918 -0.302 0.598
H -1.706 -1.966 -0.085
H 0.726 -1.712 0.178
H 0.707 -0.258 0.369
H 2.129 0.354 -0.387
H 1.361 1.277 -1.472
O 2.211 0.949 -1.157
H -2.620 2.225 2.018
H -1.310 3.166 2.459
O -2.150 3.045 2.045
H 2.473 -2.454 -1.300
H 3.562 -1.559 -1.266
O 3.061 -2.154 -0.583
H 3.128 0.883 1.442
H 3.480 -0.560 0.679
O 2.855 0.021 1.139
H 0.610 3.186 -0.107
H -0.121 2.675 1.145
O 0.019 2.502 0.202
H 0.714 -2.576 1.570
H 0.787 -2.518 3.079
O 0.681 -3.146 2.357
H -2.309 -0.169 3.021
H -3.741 0.229 2.479
O -2.818 0.485 2.532
H 2.291 -0.165 -2.339
H 1.916 -0.598 -3.734
O 2.404 -0.963 -2.995
H 0.240 0.893 3.423
H 0.445 0.774 1.919
O 0.269 1.418 2.606


[3]
DFT (the ωB97M-V functional and the def2-TZVPD basis) results for a 10-piece molecular cluster, C3H28N2O9S overall at a distorted geometry.

For the energy above the lowest of the compared OMol25 structures with the same formula, charge and spin, the calculation gives 77.3 kJ/mol. As for the structure (SMILES): NC[C@@H](N)CS.O.O.O.O.O.O.O.O.O. The max |F| is 3.6 eV/A. The LUMO energy is 0.2 eV. The total energy comes out at -35807.2507 eV. As for the gap between HOMO and LUMO: 8.73 eV.

Positions of all 43 atoms, in Å:
N 1.620 2.327 0.139
C 1.576 1.157 1.087
C 2.752 1.311 2.088
S 3.138 -0.182 2.993
C 0.229 1.326 1.787
N -0.746 0.344 1.282
H 1.049 2.133 -0.666
H 3.324 -0.915 1.972
H 2.544 2.678 -0.050
H 1.611 0.217 0.541
H 2.697 2.131 2.772
H 3.724 1.692 1.699
H 0.273 1.232 2.850
H -0.223 2.315 1.677
H -1.472 0.682 0.654
H -0.526 -0.629 1.209
H 1.063 1.261 -3.683
H 0.106 1.371 -2.497
O 0.547 1.916 -3.174
H 1.096 -2.595 0.748
H 1.833 -1.345 0.706
O 1.993 -2.277 0.570
H -3.273 1.287 -1.091
H -2.093 2.258 -0.955
O -2.591 1.556 -0.459
H -2.062 -1.518 -3.589
H -2.629 -2.016 -2.280
O -1.841 -2.123 -2.871
H 0.102 -0.835 -1.272
H -0.032 -1.221 -2.692
O -0.114 -0.435 -2.125
H -2.457 -0.525 -0.829
H -3.238 -1.781 -0.307
O -3.292 -1.029 -0.919
H 0.713 -1.393 2.834
H 1.052 -2.689 3.459
O 0.544 -2.366 2.703
H -2.189 2.520 -2.771
H -0.820 3.094 -2.924
O -1.600 3.158 -2.341
H -0.513 -3.803 1.933
H -0.737 -4.466 0.593
O -1.138 -3.824 1.199


[4]
DFT (the ωB97M-V functional and the def2-TZVPD basis) results for a 10-piece molecular cluster, C3H28NO10S overall at a distorted geometry.

For the energy above the lowest of the compared OMol25 structures with the same formula, charge and spin, the calculation gives 254.7 kJ/mol. The max |F| is 11.9 eV/A. Its net charge is +1. The LUMO energy is -2.9 eV. The total energy comes out at -36354.7455 eV. As for the gap between HOMO and LUMO: 8.93 eV.

Positions of all 43 atoms, in Å:
C 1.397 0.390 2.198
O 0.852 1.672 2.002
C 1.682 -0.297 0.772
C 2.657 -1.428 0.965
S 4.424 -0.852 0.652
N 0.344 -0.927 0.170
H 2.379 0.570 2.473
H 0.808 -0.063 2.924
H 1.228 2.193 1.414
H 1.912 0.369 -0.058
H 2.711 -1.893 1.999
H 2.415 -2.387 0.316
H 5.050 -1.944 0.446
H -0.340 -1.270 0.918
H -0.110 -0.043 -0.121
H 0.504 -1.746 -0.543
H 0.641 1.579 -1.454
H -0.182 0.781 -2.450
O 0.365 0.871 -1.848
H 0.963 3.274 -0.670
H 2.405 2.824 -0.404
O 1.549 2.582 -0.314
H -2.961 0.108 3.432
H -2.778 -0.347 4.872
O -2.862 0.473 4.385
H -2.316 -0.807 1.559
H -2.415 -1.847 0.461
O -1.839 -1.328 1.109
H 1.581 -2.795 -2.201
H 0.452 -1.953 -2.623
O 0.882 -2.275 -1.919
H -0.287 3.276 -1.828
H -0.928 4.486 -1.292
O -0.189 4.214 -1.560
H -2.367 2.522 1.866
H -3.461 1.583 0.922
O -2.576 1.903 1.135
H -2.698 -2.138 -1.670
H -3.804 -2.950 -1.377
O -3.439 -2.057 -1.083
H -0.606 -2.238 -4.651
H -0.276 -0.652 -4.753
O -0.767 -1.434 -4.171


[5]
DFT (the ωB97M-V functional and the def2-TZVPD basis) results for C3H2AgO4 as an isolated structure at a distorted geometry.

For the energy above the lowest of the compared OMol25 structures with the same formula, charge and spin, the calculation gives 70.9 kJ/mol. The max |F| is 5.2 eV/A. The LUMO energy (alpha / beta) is -0.2 / -3.0 eV. The total energy comes out at -15328.5941 eV. Its expectation value of S² is 0.767. As for the spin multiplicity: 2. As for the gap between HOMO and LUMO (alpha / beta): 9.37 / 6.40 eV.

Positions of all 10 atoms, in Å:
H 0.434 1.558 1.104
C 1.576 0.128 0.092
C 0.479 0.916 0.202
O -0.638 0.474 -0.522
C -1.711 -0.207 0.132
O -2.306 0.318 1.041
O -1.857 -1.337 -0.435
Ag -0.113 -1.397 -1.436
O 1.604 -0.970 -0.644
H 2.533 0.517 0.466


[6]
DFT (the ωB97M-V functional and the def2-TZVPD basis) results for C3H2BeO3 as an isolated structure at a distorted geometry.

The max |F| is 2.5 eV/A. Its net charge is -1. The LUMO energy (alpha / beta) is 3.8 / 3.5 eV. The total energy comes out at -9685.8869 eV. Its expectation value of S² is 0.752. As for the spin multiplicity: 2. As for the gap between HOMO and LUMO (alpha / beta): 6.27 / 6.70 eV.

Positions of all 9 atoms, in Å:
C 1.681 -0.594 0.853
C 1.166 -1.316 -0.197
O -0.096 -1.537 -0.459
O 2.898 0.029 0.836
H 1.072 -0.489 1.767
H 1.924 -1.691 -0.932
Be 2.111 0.742 -0.423
C -1.286 0.169 -1.223
O -0.580 1.071 -1.283


[7]
DFT (the ωB97M-V functional and the def2-TZVPD basis) results for C3H2Br2Cl2 as an isolated structure at a distorted geometry.

For the energy above the lowest of the compared OMol25 structures with the same formula, charge and spin, the calculation gives 8.1 kJ/mol. The max |F| is 5.4 eV/A. The LUMO energy is 0.3 eV. The total energy comes out at -168271.7390 eV. As for the gap between HOMO and LUMO: 10.26 eV.

Positions of all 9 atoms, in Å:
C -0.251 -0.177 0.521
C -1.355 0.341 0.050
C 1.146 -0.067 -0.328
Cl -2.796 0.172 1.086
Cl -1.562 0.808 -1.601
Br 2.152 -1.571 0.301
Br 1.893 1.631 -0.044
H -0.128 -0.801 1.302
H 0.901 -0.336 -1.287


[8]
DFT (the ωB97M-V functional and the def2-TZVPD basis) results for a 2-piece molecular cluster, C3H2Br2F2 overall at a distorted geometry.

For the energy above the lowest of the compared OMol25 structures with the same formula, charge and spin, the calculation gives 158.7 kJ/mol. The max |F| is 4.1 eV/A. The LUMO energy is 0.2 eV. The total energy comes out at -148660.4740 eV. As for the gap between HOMO and LUMO: 10.04 eV.

Positions of all 9 atoms, in Å:
C -1.172 -0.290 0.121
C -1.552 0.717 -0.668
C -1.593 0.351 -2.697
F -1.251 1.545 -3.226
F -2.848 0.008 -3.022
Br -1.883 2.484 -0.236
Br -0.458 -1.144 -3.157
H -0.865 -0.293 1.177
H -0.685 -1.159 -0.444


[9]
DFT (the ωB97M-V functional and the def2-TZVPD basis) results for a single C3H2BrClF2 molecule.

For the energy above the lowest of the compared OMol25 structures with the same formula, charge and spin, the calculation gives 334.1 kJ/mol. The max |F| is 0.8 eV/A. The LUMO energy (alpha / beta) is -2.0 / -2.4 eV. The total energy comes out at -91138.9002 eV. As for the gap between HOMO and LUMO (alpha / beta): 7.95 / 7.40 eV.

Positions of all 9 atoms, in Å:
C -0.597 -0.854 0.426
C -0.535 0.624 0.704
C -0.347 0.123 -0.658
F -1.649 1.305 1.021
F 0.477 1.120 1.445
Cl 3.213 0.179 -2.160
Br 0.801 0.323 -2.027
H 0.202 -1.479 0.806
H -1.565 -1.340 0.443


[10]
DFT (the ωB97M-V functional and the def2-TZVPD basis) results for a single C3H2BrClO2 molecule at a distorted geometry.

For the energy above the lowest of the compared OMol25 structures with the same formula, charge and spin, the calculation gives 94.9 kJ/mol. As for the structure (SMILES): O=CO/C=C(\Cl)Br. The max |F| is 4.4 eV/A. The LUMO energy is 0.4 eV. The total energy comes out at -89801.3597 eV. As for the gap between HOMO and LUMO: 10.29 eV.

Positions of all 9 atoms, in Å:
C -0.802 -0.862 -1.164
C -0.311 0.790 0.348
C 0.882 0.396 0.798
O -1.221 -1.344 -2.183
O -1.006 0.352 -0.804
Cl 1.981 -0.797 0.306
Br 1.294 1.251 2.427
H -0.222 -1.515 -0.595
H -0.595 1.729 0.866